Entry 1:
Molecular formula: C20H30F24O5P2Si
Method: DFT, ωB97M-V/def2-TZVPD

Computed properties:
Largest force on an atom ... 0.88 eV Å⁻¹
Kohn-Sham gap ... 8.50 eV
Molar mass ... 896.44 g mol⁻¹
SMILES ... C[Si](C)(C)OCC[PH3][PH2]=O.FC(F)C(F)(F)COC(F)(F)C(F)F.FC(F)C(F)(F)COC(F)(F)C(F)F.FC(F)C(F)(F)COC(F)(F)C(F)F

```
! RIJCOSX wB97M-V def2-TZVPD def2/J DEFGRID3
* xyz 0 1
C -3.512 2.683 5.697
Si -3.230 0.888 6.152
C -1.452 0.475 5.761
C -4.346 -0.163 5.064
O -3.654 0.485 7.720
C -2.761 0.759 8.791
C -3.425 1.565 9.906
P -3.179 3.414 9.726
P -2.740 5.590 9.197
O -2.105 5.568 7.845
H -2.840 2.934 4.875
H -3.327 3.411 6.485
H -4.537 2.817 5.353
H -1.119 -0.499 6.116
H -1.281 0.575 4.690
H -0.805 1.223 6.231
H -4.881 0.435 4.329
H -5.078 -0.687 5.680
H -3.746 -0.926 4.568
H -1.845 1.265 8.459
H -2.450 -0.198 9.217
H -2.969 1.258 10.852
H -4.487 1.324 9.956
H -3.588 3.713 11.055
H -1.785 3.244 9.481
H -4.175 3.502 8.712
H -3.940 6.347 9.170
H -1.877 6.202 10.148
F 2.247 -0.012 3.556
C 1.413 0.199 2.516
F 0.403 0.994 2.942
C 0.811 -1.113 2.011
F 0.030 -1.657 2.971
F -0.002 -0.752 0.977
C 1.772 -2.170 1.450
O 2.139 -3.237 2.310
C 3.202 -3.151 3.163
F 3.927 -2.031 2.978
F 4.016 -4.205 2.904
C 2.764 -3.303 4.624
F 1.890 -2.335 4.960
F 3.856 -3.191 5.417
H 1.954 0.712 1.716
H 1.211 -2.659 0.657
H 2.638 -1.716 0.981
H 2.300 -4.280 4.774
F 1.541 -2.799 -2.308
C 2.419 -1.785 -2.437
F 2.397 -1.070 -1.280
C 2.041 -0.853 -3.589
F 0.862 -0.256 -3.318
F 3.005 0.114 -3.585
C 2.028 -1.436 -5.009
O 0.778 -1.821 -5.543
C 0.253 -3.067 -5.343
F 1.117 -3.898 -4.724
F -0.014 -3.596 -6.560
C -1.087 -2.999 -4.602
F -0.930 -2.418 -3.396
F -1.541 -4.260 -4.414
H 3.424 -2.192 -2.577
H 2.341 -0.615 -5.644
H 2.776 -2.221 -5.128
H -1.810 -2.431 -5.189
F 1.285 -0.875 -9.317
C 2.608 -0.698 -9.157
F 2.895 -0.847 -7.837
C 3.043 0.705 -9.583
F 2.474 1.624 -8.776
F 4.391 0.734 -9.361
C 2.850 1.100 -11.055
O 1.715 1.878 -11.379
C 0.506 1.312 -11.691
F 0.579 -0.029 -11.792
F 0.136 1.792 -12.900
C -0.585 1.744 -10.704
F -0.262 1.372 -9.451
F -1.743 1.136 -11.049
H 3.148 -1.463 -9.721
H 3.689 1.759 -11.271
H 2.950 0.238 -11.715
H -0.714 2.827 -10.740
*
```

Population analysis type Mulliken, resulting atomic charges in e: -0.908 0.676 -0.981 -1.166 -0.413 -0.277 -1.015 0.156 0.217 -0.588 0.340 0.138 0.305 0.358 0.155 0.399 0.359 0.292 0.286 0.245 0.272 0.498 0.376 0.056 0.029 0.054 0.064 0.067 -0.235 0.072 -0.235 0.952 -0.268 -0.333 -0.812 -0.434 0.778 -0.286 -0.309 0.180 -0.196 -0.263 0.297 0.399 0.452 0.237 -0.258 0.123 -0.275 0.985 -0.270 -0.333 -0.735 -0.364 0.767 -0.294 -0.295 0.193 -0.189 -0.270 0.310 0.357 0.341 0.241 -0.241 0.076 -0.242 0.933 -0.266 -0.336 -0.775 -0.392 0.790 -0.281 -0.301 0.179 -0.192 -0.255 0.277 0.401 0.354 0.241

=====

Entry 2:
Molecular formula: C20H30I2N6O3PS4Ti
Method: DFT, ωB97M-V/def2-TZVPD

Computed properties:
Largest force on an atom ... 1.53 eV Å⁻¹
Kohn-Sham gap (spin up / spin down) ... 3.39 / 5.49 eV
Energy relative to the best compared isomer or geometry (same formula, charge and spin) ... 1.827 eV
<S²> ... 3.785
Molar mass ... 863.42 g mol⁻¹

```
! RIJCOSX wB97M-V def2-TZVPD def2/J DEFGRID3
* xyz -2 4
Ti -0.515 -0.621 -0.197
I 0.321 -3.406 -4.396
C -0.996 -1.816 -4.077
C -1.884 -1.447 -5.076
C -2.722 -0.370 -4.849
I -4.078 0.115 -6.375
C -2.690 0.402 -3.660
C -3.465 1.551 -3.371
C -3.219 2.247 -2.169
C -2.292 1.806 -1.272
N -1.561 0.662 -1.460
C -1.757 -0.009 -2.663
C -0.935 -1.143 -2.848
O -0.119 -1.488 -1.853
H -1.911 -1.982 -6.014
H -4.217 1.892 -4.069
H -3.788 3.137 -1.926
H -2.101 2.359 -0.367
C -1.634 3.232 4.500
C -2.212 3.097 3.102
O -1.379 2.229 2.339
P -1.797 0.667 1.932
S 0.584 0.554 1.502
S -3.779 0.800 1.611
O -1.790 -0.139 3.356
C -0.705 -0.825 3.976
C -1.294 -1.605 5.133
H -2.193 3.977 5.079
H -0.585 3.536 4.451
H -1.683 2.267 5.015
H -2.224 4.064 2.594
H -3.228 2.719 3.134
H 0.045 -0.107 4.312
H -0.236 -1.501 3.265
H -1.856 -0.939 5.796
H -0.493 -2.088 5.708
H -1.969 -2.370 4.742
N 1.740 0.584 -1.565
C 2.150 1.857 -2.170
C 2.187 2.958 -1.134
N 0.841 3.260 -0.651
H 2.398 0.317 -0.843
H 1.726 -0.160 -2.249
H 1.417 2.128 -2.934
H 3.136 1.797 -2.643
H 2.602 3.853 -1.603
H 2.877 2.647 -0.335
H 0.890 3.850 0.169
H 0.419 2.396 -0.317
S 0.562 -2.808 0.707
C 1.939 -2.205 0.012
N 2.816 -1.354 0.659
C 4.138 -1.927 0.888
C 4.723 -2.309 -0.460
C 3.769 -3.250 -1.174
N 2.422 -2.682 -1.178
H 2.355 -0.968 1.476
H 4.071 -2.818 1.530
H 4.761 -1.190 1.391
H 5.697 -2.789 -0.333
H 4.854 -1.402 -1.055
H 3.773 -4.227 -0.673
H 4.085 -3.401 -2.205
H 1.720 -3.269 -1.612
S -2.646 -2.069 -0.201
C -2.557 -2.858 1.290
N -2.509 -3.421 2.310
*
```

Population analysis type Mulliken, resulting atomic charges in e: 0.396 -0.088 -0.447 -0.531 0.157 -0.085 0.457 -1.091 -1.155 -0.462 1.152 0.294 -0.320 0.268 0.310 0.124 0.381 0.535 -1.027 -0.360 0.064 -0.376 -0.763 -0.531 -0.083 0.387 -1.428 0.399 0.234 0.146 0.284 0.318 0.340 -0.123 0.299 0.384 0.317 0.170 -0.785 -0.388 -0.500 0.023 0.105 0.347 0.410 0.410 0.251 0.221 -0.060 -0.548 -0.164 0.192 -0.699 -0.555 -0.720 0.296 -0.031 0.351 0.405 0.368 0.261 0.350 0.344 0.119 -0.257 0.475 -0.765